Density functional theory data (the ωB97M-V functional and the def2-TZVPD basis) for a 2-piece molecular cluster, C11H15N overall at a distorted geometry.

- E_LUMO: 0.9 eV
- E: -13137.975 eV
- ΔE to the lowest compared entry with this formula, charge and spin: 2.816 eV
- HOMO: -0.28589 Ha

Cartesian coordinates (Å):
C 0.88075 -2.04229 1.75781
C 0.91447 0.53832 0.64414
C -0.01322 -1.04326 2.17914
C 1.71818 -0.52582 0.04316
N 2.40552 -0.00656 -1.10209
H 2.55848 1.91142 -1.93513
C 0.53822 3.06300 0.00632
H -0.19490 3.01449 0.85103
H 0.07584 3.41478 -0.92960
H -3.98196 -1.05333 -1.33386
H 0.87402 -3.21970 2.02763
C 2.04031 1.33922 -1.18394
H -1.03709 -1.43394 -1.25142
C 1.75691 -1.76800 0.75109
H -0.86613 0.98273 1.82801
C -3.10339 -1.11351 -0.64475
H 2.52401 -2.60767 0.50715
H 3.10230 -0.33196 -1.68639
H 1.08508 3.93318 0.26414
H -1.79153 -0.91129 -2.58147
C 1.09279 1.74318 -0.23091
H -0.73236 -1.32659 3.05489
H -1.69026 0.23830 -1.34438
C -0.05375 0.21459 1.56770
H -3.20901 -0.13380 0.05046
C -1.87544 -0.80736 -1.40091
H -3.01783 -2.06813 0.09218